1.
This record from OMol25 describes a cluster of 2 separate species, C3H11N in total in a non-equilibrium geometry. The level of theory is ωB97M-V with the def2-TZVPD basis set.

Properties
- LUMO level: 1.24 eV
- Charge: 0
- Electronic energy: -175.62793 Ha
- Multiplicity: 1
- Structure (SMILES): CCN.C

```
15
C3H11N ωB97M-V with the def2-TZVPD basis set
C -2.68544 1.62246 0.08454
C -1.61714 2.11154 -0.84339
N -0.32052 1.92596 -0.27204
H -2.69439 0.53811 0.11815
H -3.66826 1.85272 -0.30702
H -2.55340 2.05303 1.07455
H -1.71124 3.15432 -1.15159
H -1.74199 1.54732 -1.78930
H 0.52273 2.21717 -0.71955
H -0.24686 1.16243 0.36926
C 3.97735 -4.86806 0.87783
H 4.64147 -5.58916 0.40620
H 3.26829 -5.37177 1.53357
H 4.52755 -4.15736 1.48596
H 3.50139 -4.33197 0.06423
```



2.
This record from OMol25 describes a cluster of 2 separate species, C3H11N in total in a non-equilibrium geometry. The level of theory is ωB97M-V with the def2-TZVPD basis set.

Properties
- LUMO level: 0.92 eV
- Charge: 0
- Electronic energy: -175.60851 Ha
- Multiplicity: 1
- Structure (SMILES): CCN.C

```
15
C3H11N ωB97M-V with the def2-TZVPD basis set
C 1.45103 1.09209 0.98293
C 1.03140 -0.33160 0.67304
N -0.01588 -0.69508 1.65132
H 0.56104 1.73878 0.93952
H 1.85813 1.27551 1.96960
H 2.16880 1.45649 0.23707
H 0.68329 -0.57124 -0.34665
H 1.95419 -0.90292 0.56601
H -0.88544 -0.80169 1.13701
H 0.11688 -1.60650 2.09135
C -2.13315 0.00534 -2.84570
H -2.79056 -0.86584 -2.99759
H -1.42004 -0.40376 -2.12552
H -2.74551 0.51447 -2.09090
H -1.77955 0.45478 -3.75356
```



3.
This record from OMol25 describes a cluster of 2 separate species, C3H11N2 in total in a non-equilibrium geometry. The level of theory is ωB97M-V with the def2-TZVPD basis set.

Properties
- LUMO level: -4.31 eV
- Charge: +1
- Electronic energy: -230.15890 Ha
- Multiplicity: 1

```
16
C3H11N2 ωB97M-V with the def2-TZVPD basis set
C -1.88566 -1.62711 0.12893
C -1.30145 -1.89144 -1.26257
H -2.71496 -2.27723 0.39548
H -1.13051 -1.64076 0.91449
H -2.29462 -0.61338 0.11667
H -1.89734 -2.51597 -1.92091
H -0.32178 -2.36619 -1.20083
H -1.16594 -0.91543 -1.72923
N 0.69929 1.92918 1.30409
C 1.37244 1.65685 0.21880
N 2.67605 1.50019 0.15270
H 1.01696 1.75053 2.22507
H -0.24892 2.27674 1.19604
H 0.82871 1.48147 -0.70267
H 3.07870 1.57500 -0.76621
H 3.28903 1.67756 0.93014
```



4.
This record from OMol25 describes a cluster of 2 separate species, C3H11N2 in total in a non-equilibrium geometry. The level of theory is ωB97M-V with the def2-TZVPD basis set.

Properties
- LUMO level: -3.75 eV
- Charge: +1
- Electronic energy: -230.10730 Ha
- Multiplicity: 1

```
16
C3H11N2 ωB97M-V with the def2-TZVPD basis set
C -1.18832 2.31188 -0.84285
N -0.13620 1.77985 -0.22060
H -1.40060 3.36387 -0.73797
H -1.80325 1.62970 -1.26640
H 0.44233 0.35825 -0.28926
H 0.23311 2.37800 0.53141
C 1.53990 -1.22765 0.75914
N 0.57906 -0.78344 -0.29498
C -0.86498 -1.11267 0.03792
H 1.41728 -0.72837 1.75383
H 1.41662 -2.19810 0.84298
H 2.55122 -1.01412 0.41894
H 0.78260 -1.18157 -1.21640
H -0.99939 -0.67394 1.08993
H -1.14396 -2.21484 0.17712
H -1.42541 -0.68683 -0.74282
```



5.
This record from OMol25 describes a cluster of 2 separate species, C3H11N2 in total in a non-equilibrium geometry. The level of theory is ωB97M-V with the def2-TZVPD basis set.

Properties
- LUMO level: -8.41 eV
- Charge: +1
- Electronic energy: -229.94643 Ha
- Multiplicity: 1

```
16
C3H11N2 ωB97M-V with the def2-TZVPD basis set
C -0.18024 -0.14159 2.10324
C 1.20763 -0.30400 -0.63385
C 0.43755 -0.77288 -1.70679
N -0.71383 0.34584 -1.91674
N -0.96875 1.05113 1.78191
H 0.71609 -0.09214 1.45280
H -0.08971 -0.15105 3.18150
H 2.06326 -0.91634 -0.32139
H 1.24988 0.57581 -0.00058
H 0.74261 -0.98402 -2.74351
H -0.22519 -1.63889 -1.51515
H -0.68003 0.79349 -2.83195
H -0.17706 0.99327 -1.35184
H -0.81452 1.37221 0.83807
H -1.95920 0.94544 1.93748
H -0.60848 -1.07627 1.72680
```



6.
This record from OMol25 describes a cluster of 2 separate species, C3H11N2 in total in a non-equilibrium geometry. The level of theory is ωB97M-V with the def2-TZVPD basis set.

Properties
- LUMO level: -4.30 eV
- Charge: +1
- Electronic energy: -230.11827 Ha
- Multiplicity: 1

```
16
C3H11N2 ωB97M-V with the def2-TZVPD basis set
N 2.21204 -1.67906 1.68682
H 1.48602 -2.01353 1.02409
H 2.18350 -2.17310 2.60755
H 3.16376 -1.79061 1.28642
H 2.04799 -0.65051 1.77965
C -0.18721 -0.17162 0.45475
C -1.17303 0.76502 -0.25132
C -1.24351 0.88542 -1.62299
N -2.16155 1.72898 -2.32791
H 0.38769 -0.79849 -0.29366
H 0.49854 0.39786 1.11038
H -0.73815 -0.87738 1.18401
H -1.77660 1.36513 0.43036
H -0.62738 0.28244 -2.26004
H -1.63127 2.17656 -3.06399
H -2.44086 2.55289 -1.74412
```



7.
This record from OMol25 describes a cluster of 2 separate species, C3H11N2 in total in a non-equilibrium geometry. The level of theory is ωB97M-V with the def2-TZVPD basis set.

Properties
- LUMO level: -3.29 eV
- Charge: +1
- Electronic energy: -230.13118 Ha
- Multiplicity: 1

```
16
C3H11N2 ωB97M-V with the def2-TZVPD basis set
C -0.19131 -1.04102 -1.72367
N 1.02588 -1.05052 -0.84942
H -0.27753 -1.98627 -2.25182
H -1.09232 -0.85431 -1.14613
H -0.07908 -0.26484 -2.47522
H 0.83674 -0.02140 -0.15135
H 1.73717 -0.74450 -1.47592
H 1.13722 -1.87115 -0.27328
C -0.59976 0.11604 1.86454
C -0.10588 1.98186 0.50295
N 0.08775 0.75824 0.72079
H -1.04103 0.87644 2.49437
H 0.17227 -0.45030 2.38200
H -1.29890 -0.59730 1.44108
H 0.40474 2.56813 -0.23278
H -0.71596 2.58091 1.17385
```



8.
This record from OMol25 describes a cluster of 2 separate species, C3H11N2 in total in a non-equilibrium geometry. The level of theory is ωB97M-V with the def2-TZVPD basis set.

Properties
- LUMO level: -4.41 eV
- Charge: +1
- Electronic energy: -230.15478 Ha
- Multiplicity: 1

```
16
C3H11N2 ωB97M-V with the def2-TZVPD basis set
C 1.68008 0.59631 -1.93664
C 0.66150 1.35757 -1.02906
H 1.63973 1.11633 -2.89131
H 2.70626 0.55373 -1.58916
H 1.28574 -0.41502 -1.99200
H 0.91178 2.41793 -1.08149
H 0.87014 1.06860 0.00891
H -0.39136 1.20940 -1.26063
N -2.04833 -0.21129 1.25541
C -1.07380 -1.06889 1.07868
N -0.56953 -1.86297 2.00676
H -2.57949 -0.19894 2.10438
H -2.31649 0.24985 0.40058
H -0.46877 -0.90759 0.18771
H 0.28253 -2.34795 1.76528
H -0.58999 -1.55706 2.97258
```



9.
This record from OMol25 describes a cluster of 2 separate species, C3H11N2 in total in a non-equilibrium geometry. The level of theory is ωB97M-V with the def2-TZVPD basis set.

Properties
- ⟨S²⟩: 0.759
- LUMO level (alpha / beta): -10.46 / -15.26 eV
- Charge: +2
- Electronic energy: -229.57547 Ha
- Multiplicity: 2

```
16
C3H11N2 ωB97M-V with the def2-TZVPD basis set
C 0.82307 -0.90138 -2.11868
N 0.59831 -1.53819 -1.05270
H 0.96497 -1.39338 -3.10202
H 1.02872 0.17932 -2.05486
H -0.22291 -0.51945 0.13431
H 0.63514 -2.56347 -1.23976
C -0.09644 0.41021 2.19654
N -0.62406 0.22304 0.76446
C -0.55139 1.58298 -0.04064
H 0.67821 1.16869 2.14780
H -0.86841 0.81919 2.84797
H 0.26891 -0.56217 2.48254
H -1.60733 -0.03021 0.84049
H 0.47001 1.94285 0.07273
H -1.29595 2.27962 0.31084
H -0.67483 1.24807 -1.08597
```



10.
This record from OMol25 describes a cluster of 2 separate species, C3H11N2 in total in a non-equilibrium geometry. The level of theory is ωB97M-V with the def2-TZVPD basis set.

Properties
- ⟨S²⟩: 0.756
- LUMO level (alpha / beta): -9.07 / -12.32 eV
- Charge: +2
- Electronic energy: -229.66628 Ha
- Multiplicity: 2

```
16
C3H11N2 ωB97M-V with the def2-TZVPD basis set
C 2.20394 0.23022 -1.44744
N 0.81147 0.82085 -1.35293
H 2.33111 -0.49683 -0.64175
H 2.90155 1.00587 -1.14264
H 2.40333 -0.23059 -2.40753
H 0.16697 0.14154 -1.76506
H 0.37204 0.94257 -0.40371
H 0.86303 1.67758 -1.90863
C -2.58321 -0.54858 1.80970
C -1.55411 -0.69824 0.88675
N -0.36052 -0.03978 0.98602
H -3.34384 -1.31947 1.91034
H -2.81028 0.36807 2.35195
H -1.52673 -1.58739 0.26012
H -0.28307 0.45251 1.88203
H 0.40832 -0.71832 0.98278
```



11.
This record from OMol25 describes a cluster of 2 separate species, C3H11N2O in total in a non-equilibrium geometry. The level of theory is ωB97M-V with the def2-TZVPD basis set.

Properties
- ⟨S²⟩: 0.753
- LUMO level (alpha / beta): 0.79 / 0.78 eV
- Charge: 0
- Electronic energy: -305.55586 Ha
- Multiplicity: 2

```
17
C3H11N2O ωB97M-V with the def2-TZVPD basis set
C 2.49069 0.21269 -1.60203
C 2.28294 -0.31705 -0.17872
N 1.00517 -0.93383 0.24996
C -0.19412 -0.28923 0.14713
N -1.40053 -0.76919 0.60986
H 2.47137 -0.65763 -2.25927
H 3.46777 0.70210 -1.65801
H 1.55789 0.71992 -1.83450
H 2.21249 0.57833 0.46347
H 3.03032 -0.94517 0.30766
H 0.89892 -1.94339 0.26859
H -0.06285 0.73620 -0.23460
H -1.84317 -1.61934 0.27513
H -2.16154 -0.11252 0.70792
H -4.97838 1.15333 2.08465
H -4.50480 2.18881 1.19355
O -4.27219 1.29597 1.45920
```



12.
This record from OMol25 describes a cluster of 2 separate species, C3H11N2O in total in a non-equilibrium geometry. The level of theory is ωB97M-V with the def2-TZVPD basis set.

Properties
- LUMO level: -3.57 eV
- Charge: +1
- Electronic energy: -305.42442 Ha
- Multiplicity: 1

```
17
C3H11N2O ωB97M-V with the def2-TZVPD basis set
C -0.56643 -0.11909 2.60220
C -0.72005 -0.32704 1.10124
N 0.26186 0.52556 0.36429
C 1.03517 -0.01474 -0.53156
N 2.15611 0.56916 -0.91122
H 0.33165 -0.63948 2.92332
H -1.40485 -0.56105 3.14058
H -0.54633 0.92709 2.83809
H -1.72833 -0.06786 0.77442
H -0.55731 -1.35100 0.76997
H 0.15296 1.52227 0.46935
H 0.78177 -0.94236 -1.02958
H 2.43784 1.46779 -0.55029
H 2.59363 0.30465 -1.77971
H -2.05027 -0.13099 -3.06302
H -1.01757 -0.66628 -4.02774
O -1.15984 -0.49663 -3.09033
```



13.
This record from OMol25 describes a cluster of 2 separate species, C3H11N2O in total in a non-equilibrium geometry. The level of theory is ωB97M-V with the def2-TZVPD basis set.

Properties
- LUMO level: -4.33 eV
- Charge: +1
- Electronic energy: -305.29769 Ha
- Multiplicity: 1

```
17
C3H11N2O ωB97M-V with the def2-TZVPD basis set
C 0.85300 -1.27322 -1.66702
C 0.13168 -0.35482 -0.64612
C 0.21227 1.01807 -0.66965
N -0.28736 1.73319 -1.76433
N -0.56497 -1.00152 0.53780
H 1.76192 -1.68735 -1.22736
H 0.17324 -2.12153 -1.78117
H 0.97226 -0.70700 -2.59096
H 1.03334 1.52687 -0.12324
H -1.30190 1.54674 -1.78319
H -0.34206 2.74364 -1.66718
H -0.11992 -0.57575 1.36224
H -1.55381 -0.78163 0.62174
H -0.40959 -2.00446 0.45522
H -0.08498 -0.28443 4.15149
H -0.74603 0.71545 3.36761
O -0.08197 0.02039 3.23347
```



14.
This record from OMol25 describes a cluster of 2 separate species, C3H11N2O in total in a non-equilibrium geometry. The level of theory is ωB97M-V with the def2-TZVPD basis set.

Properties
- LUMO level: -3.16 eV
- Charge: +1
- Electronic energy: -305.39351 Ha
- Multiplicity: 1

```
17
C3H11N2O ωB97M-V with the def2-TZVPD basis set
C 1.30856 -1.48192 -0.32748
C 0.19031 -0.50867 -0.18822
C 0.09165 0.64222 -0.84793
N 1.11954 1.05612 -1.70987
N -1.09049 -0.98374 0.47070
H 1.61935 -1.55119 -1.37365
H 2.16539 -1.21104 0.29308
H 1.08609 -2.51356 -0.05774
H -0.86839 1.09007 -1.08907
H 1.99177 1.15230 -1.22854
H 0.92290 1.89974 -2.23863
H -1.75253 -1.14242 -0.26547
H -0.84091 -1.78431 1.03020
H -1.36970 -0.28624 1.17146
H -2.08716 2.20016 1.73956
H -1.09627 1.88354 2.73765
O -1.39010 1.53892 1.88394
```